274
Properties=species:S:1:pos:R:3:forces:R:3 method="wB97M-V/def2-TZVPD" multiplicity=1 homo_lumo_gap_ha=0.271 charge=+4 energy_ev=-227382.818
C -28.18845 15.68721 -3.76121 0.99 0.20 -0.38
O -27.77024 8.91956 -7.18767 -1.46 1.08 -1.18
H -26.69043 13.85578 -2.30061 0.04 0.16 -0.06
H -24.82072 7.06562 -1.62220 -0.07 -0.41 -0.13
C -32.43074 6.49710 -9.39034 1.79 0.36 1.27
N -33.16286 7.07879 -8.18736 0.54 -1.47 0.40
C -21.69756 11.51738 -2.08584 0.71 -0.92 0.70
H -34.46545 15.68002 -0.61136 0.11 -0.44 0.41
C -34.68712 10.17182 -1.06369 1.33 0.28 -0.59
S -22.23750 5.27578 -6.64509 0.75 -2.90 -2.85
H -29.71788 6.75127 1.24824 -0.02 -0.22 0.03
H -28.80143 15.83155 -4.65090 0.20 0.06 -0.09
C -32.02022 13.92220 -1.73354 -0.91 1.20 -0.38
O -25.92092 3.54273 -7.01224 -1.26 0.36 0.17
C -28.90469 5.84311 -5.09481 0.79 -0.15 1.19
S -24.74583 3.18295 -1.92290 -1.11 1.18 -0.30
H -25.92495 16.33181 -4.98074 -1.07 0.79 0.11
C -22.32706 9.52638 -5.22874 0.95 -1.17 0.79
C -28.21637 5.19672 -9.32120 -0.24 1.98 -1.27
H -20.65589 7.43365 -2.07678 -0.37 -0.10 0.30
O -29.50432 8.35934 -8.87237 0.28 0.97 0.35
H -31.81157 3.49451 -6.59332 0.16 -0.84 0.03
H -23.01756 1.25265 -5.83868 0.12 -0.44 0.40
O -29.46574 4.55910 -9.44301 -0.37 -2.30 2.29
H -25.07312 3.99287 -7.02660 0.85 1.36 -0.55
H -27.43953 5.44935 -2.05396 0.53 -0.96 0.03
O -25.51949 2.20219 -2.67808 0.45 -0.42 0.44
H -24.61911 11.31945 -6.28427 -0.26 0.36 0.47
H -31.08451 -0.23277 -9.45940 -0.85 0.14 0.08
H -29.85511 5.62151 -4.60933 -0.04 0.61 0.38
O -25.94115 8.16624 -5.52833 -0.08 -2.54 0.56
F -19.98217 4.39541 -5.63320 0.90 -0.76 -0.19
H -33.62318 8.92181 -7.30298 0.47 -0.09 0.37
C -28.71252 4.85858 0.72027 -1.19 -0.45 0.65
H -24.77002 15.00655 -1.59789 0.33 -0.01 -0.09
H -32.47732 7.08567 -10.30659 -1.35 -0.15 0.01
O -33.16613 14.12546 -0.95427 0.23 -2.19 -0.01
H -35.39077 10.63168 -1.75759 0.18 0.14 -0.03
F -22.36970 1.93021 -1.37191 0.23 -0.05 -0.65
H -23.02524 8.73983 -5.51506 -0.47 0.27 0.44
H -34.14905 4.94452 -0.02538 -0.08 -0.04 -0.22
F -28.67898 1.24871 -3.63252 -0.82 -0.13 -0.70
C -25.32181 -0.43403 -5.47108 -0.14 1.59 -1.70
H -32.16417 5.79829 -1.18219 -0.19 0.18 0.93
H -30.89597 12.31112 -0.97174 -0.41 -0.87 0.11
F -29.64443 11.54185 -6.69454 0.34 0.18 0.02
H -24.38331 15.83360 -3.12996 -0.10 -0.39 -0.19
H -32.63061 5.42562 -9.39999 -0.14 0.30 -0.46
H -28.56282 2.36868 3.11017 0.78 0.04 0.19
H -31.50208 6.62643 -6.75616 -0.11 0.04 -0.47
H -21.23535 8.33442 -0.57085 -0.60 -0.23 -0.47
H -32.21228 1.96350 -1.12474 -0.39 -0.52 -0.53
O -31.23050 4.11805 -1.64720 -0.60 0.46 1.84
C -26.91037 4.29783 4.18271 0.49 -1.54 -0.05
H -27.28416 1.07732 1.34218 -0.03 0.02 -0.03
F -21.63223 3.35137 -4.79361 -0.75 -0.85 1.64
C -32.98740 4.97932 -6.51458 0.17 1.79 -1.43
H -28.91542 0.11196 -9.52430 0.67 -0.23 -0.02
C -29.84357 4.56839 2.96818 1.61 -0.26 0.13
H -21.62761 9.44632 -6.06088 0.22 0.42 -0.04
C -26.05304 6.69462 -5.76560 0.31 1.61 1.08
H -28.94143 7.60071 -2.85800 0.08 -0.66 0.32
H -34.97576 7.20977 -9.36926 0.27 1.00 0.31
N -30.20303 1.48114 -10.29601 -0.41 0.69 -1.55
H -35.33467 2.21135 -2.13509 -0.55 0.42 0.26
H -23.87803 8.37639 -3.50720 -0.13 -0.25 0.06
H -23.08506 10.11296 -1.10243 -0.15 0.28 -0.29
S -29.16869 9.03723 -7.62650 -0.78 -1.41 1.08
C -29.60927 10.92959 -7.88309 0.77 -1.81 0.02
H -23.87766 -1.78644 -7.64152 -0.28 -0.08 0.48
F -24.03918 1.03716 -0.39424 -0.14 0.49 0.60
H -31.74745 10.51450 -4.88569 -0.36 -0.22 0.16
O -31.22765 3.07376 -3.94261 0.80 -0.21 -1.12
H -20.99819 11.39207 -1.25924 0.12 0.29 0.07
H -31.22933 4.06634 -12.49006 0.05 -0.39 -0.41
H -34.73979 5.73577 -8.74650 -0.01 -0.26 1.08
H -26.28060 4.98032 4.75342 0.27 0.07 -0.22
S -31.17083 1.75329 -4.60429 -3.18 -1.26 1.91
H -24.35750 -0.68012 -8.85096 -0.15 0.74 0.27
H -29.08432 5.42588 -2.41894 -0.39 -0.70 -0.54
H -30.03209 5.64176 2.98915 -0.13 -0.27 -0.09
H -31.95621 8.85719 -8.09381 -0.24 -0.25 0.16
O -30.07794 8.61175 -6.53171 0.24 0.77 -0.59
H -25.39374 15.00038 -5.56917 -0.73 -1.21 -0.85
H -32.93324 5.01470 -2.38181 -0.62 -0.77 -0.09
H -25.80256 1.26647 4.84591 0.31 0.21 -0.01
O -26.21255 12.78116 -6.55319 -0.01 0.99 1.52
H -30.81741 9.15581 -4.27368 -0.13 0.00 0.04
H -24.70165 8.73903 -1.30074 0.13 0.29 -0.04
H -26.04740 12.10663 -4.60999 -0.06 -0.14 0.13
C -25.18786 15.45805 -2.49770 -0.90 0.13 0.55
H -31.21883 -0.08507 -11.23292 -0.21 -0.26 0.15
H -33.76773 12.02845 -0.51449 0.37 -0.04 0.27
O -28.20578 12.24384 -1.01709 -0.01 -0.60 0.39
H -33.02281 4.65770 -5.47371 -0.51 0.68 0.22
H -27.55730 5.94937 3.07061 -0.11 0.02 -0.06
H -27.39986 4.60708 -9.73804 0.08 -0.13 0.23
C -33.45034 15.45785 -0.94047 -1.04 2.55 -0.48
H -31.39302 2.65752 -9.05492 0.00 -0.20 0.35
H -24.72168 2.59241 -5.64160 0.44 0.15 -0.17
F -28.73009 2.35608 -5.49899 -0.66 -0.80 0.33
H -22.73430 10.53683 -5.19344 -0.07 -0.19 0.13
C -32.58370 6.49263 -6.77400 -1.82 -0.79 -0.41
C -28.12597 5.10564 -2.82775 0.89 1.68 -0.42
H -29.31169 3.01576 -11.49057 -0.08 -0.01 0.28
C -28.00345 7.47853 -3.39962 -0.07 -0.11 -1.57
C -34.62682 6.77365 -8.43323 0.63 -0.25 0.04
O -27.56388 10.67819 -2.75666 -0.14 -0.37 0.87
H -33.84002 2.51814 -2.74617 0.71 0.93 0.15
H -29.47620 3.50789 -7.49367 -0.58 0.76 -0.08
C -24.08697 7.84792 -1.42798 -1.36 0.79 -0.90
H -28.14682 8.11458 -4.27311 0.52 0.24 0.17
C -29.34367 1.32665 -4.79924 0.24 2.49 0.90
C -20.96927 8.37580 -1.62706 0.02 1.21 -1.12
H -31.32405 4.19565 -10.84186 -0.33 -0.28 0.37
H -26.36334 4.78819 -4.73948 0.27 0.04 -0.44
H -31.16270 9.86002 -1.88408 -0.02 0.08 0.08
H -21.08733 11.59508 -2.98565 -0.28 0.01 -0.09
C -28.86575 6.35467 0.69626 1.11 0.74 0.39
H -30.25275 10.77756 -4.07969 0.06 0.04 0.52
H -32.65760 10.65633 -0.16188 -0.23 -0.10 -0.01
H -28.89815 6.81976 -0.28901 -0.14 -0.60 -0.21
F -29.22227 0.23991 -5.47395 0.30 -1.36 -0.75
H -35.15235 7.11873 -7.54282 -0.44 -0.39 -0.35
C -26.36569 5.85881 -4.53488 -0.90 -0.07 1.09
H -30.66119 3.95513 2.58934 0.20 0.35 -0.57
H -26.36719 -0.24109 -5.71205 -0.18 -0.90 -0.25
H -25.70688 5.98482 -3.67570 0.10 0.25 -0.04
F -28.63194 11.39669 -8.64816 -0.50 0.54 0.21
H -33.03830 12.33858 -4.10060 0.31 -0.34 0.16
H -33.43023 15.85384 -1.95579 0.08 0.14 -0.35
H -34.73381 3.01963 1.46672 -0.23 0.01 -0.12
H -29.43800 2.38369 1.71390 0.15 0.34 -0.88
H -31.36489 6.64386 -9.21561 0.19 -0.37 0.54
H -27.14070 7.80129 -2.81687 -0.12 -0.23 -0.18
H -29.57990 14.27356 -2.85545 0.59 -0.37 -0.41
H -32.42103 3.04545 -11.70402 0.18 -0.28 0.10
C -27.31633 4.90209 2.88826 0.12 0.67 -1.13
H -32.57803 9.25807 -2.72911 -0.66 0.60 0.40
H -25.04320 -1.47641 -5.31642 -0.12 0.30 0.15
C -26.43722 2.13928 4.99931 0.59 -1.28 0.78
C -21.42940 9.12275 -4.00195 -0.19 0.34 -0.14
H -34.37746 9.21649 -1.48744 -0.33 -0.22 0.20
C -27.76448 9.64277 -0.28293 -0.71 1.52 -0.80
C -23.27493 7.96646 -2.69706 1.65 0.74 0.28
H -27.44894 11.53263 -5.50944 -0.01 -0.36 0.20
C -33.36360 4.23379 -0.28236 0.59 -0.52 -0.71
O -32.01432 4.25671 -7.14062 2.02 -0.96 -0.96
C -31.40687 3.43574 -11.61890 0.22 1.03 0.65
O -25.61596 4.04412 -1.08628 0.36 -1.18 0.61
H -25.64125 -1.39286 -7.82220 0.20 -0.14 -0.09
F -27.75760 9.90049 1.04001 -0.46 -0.31 -1.27
H -29.24645 -0.83979 -11.89389 -0.14 0.21 -0.02
H -32.74711 16.06787 -0.37353 0.17 -0.16 0.34
H -33.57981 0.77150 -0.68217 0.18 0.23 -0.34
C -25.34140 11.75586 -6.97417 -0.81 -0.74 -2.09
H -28.00849 4.08278 -3.18558 -0.08 0.03 0.50
H -22.71674 5.60859 -0.19409 0.01 0.21 -0.84
C -33.40582 11.05543 -0.84671 -0.96 0.80 -0.84
O -26.21212 3.02684 3.94726 -1.42 2.02 0.21
H -33.00795 7.14220 -6.00838 -0.20 0.17 -0.24
C -25.23972 1.37020 -7.38861 0.33 -1.75 2.23
H -24.47110 5.90134 0.05716 0.07 -0.33 -0.10
F -27.01395 8.58897 -0.51457 0.56 -0.28 0.06
O -23.51819 4.53561 -6.94109 1.50 1.08 0.49
H -30.25314 1.91053 -12.44994 0.09 -0.57 0.39
O -23.91563 4.03310 -2.73771 0.95 -0.20 -0.19
H -22.21945 12.46262 -1.93668 -0.22 -0.25 0.00
H -25.22147 0.25296 -4.63081 0.98 -0.22 0.14
H -29.66378 4.43784 0.39446 -0.05 -0.40 0.18
H -28.55352 13.64378 -5.41131 -0.13 0.49 0.33
F -29.04205 9.27299 -0.73356 0.83 0.44 1.13
C -30.25196 2.46480 -11.51140 -0.43 -0.51 -0.24
H -27.08793 15.60213 -6.18671 0.45 -0.30 0.04
H -27.98726 5.61799 -8.34234 -0.04 -0.54 0.34
H -20.60694 9.83689 -3.96135 -0.23 0.22 0.55
H -27.57281 -0.41958 -11.82825 0.16 0.03 0.88
O -21.50859 5.74748 -7.82750 -1.11 -0.92 1.41
H -23.23226 6.34743 1.24542 -0.19 -0.06 0.20
H -27.42945 1.69245 5.06187 -0.59 0.43 -0.28
C -32.99783 8.53640 -8.10828 -1.02 0.60 -0.98
N -28.50892 4.30012 2.19001 -2.27 -1.48 -0.98
O -23.43606 7.62301 -0.24024 0.83 0.66 -0.11
H -36.10925 3.09043 0.26042 0.38 0.65 -0.05
H -35.46138 1.58851 0.67965 0.83 -0.23 -0.38
H -26.17469 0.97349 -7.78427 0.07 0.12 -0.35
H -27.98937 4.45450 0.01183 0.61 0.18 0.58
C -23.11402 0.32877 -6.40899 -0.33 0.22 -0.69
F -30.80714 11.13955 -8.43957 0.45 -0.35 -0.14
O -31.77353 0.73190 -3.70945 1.68 1.30 -1.61
H -31.27202 14.62432 -1.36568 0.65 -0.55 0.22
H -22.77217 -0.60415 -5.96079 0.27 0.45 0.37
H -28.39254 6.07716 -9.93917 0.64 0.15 -0.14
H -33.99032 10.86662 -3.66182 -0.09 0.35 0.03
C -23.50448 2.20367 -0.76318 -0.87 0.77 -1.30
C -23.46630 6.30505 0.18168 0.00 -0.99 1.76
C -29.04586 15.20248 -2.65547 -1.34 -1.00 1.31
H -27.81590 4.21027 4.78308 0.00 -0.63 0.33
H -27.95640 6.77665 1.12420 -0.07 0.34 0.10
C -29.40566 3.38311 -8.57421 0.37 -0.89 -1.85
H -20.09938 9.03043 -1.68037 -0.06 0.18 -0.23
O -31.77426 1.78498 -5.94804 1.51 0.07 0.79
H -24.83578 12.05851 -7.89114 0.30 0.61 0.33
C -27.26471 2.16659 1.30719 -0.38 0.32 -0.54
C -28.57272 -0.00549 -11.69859 -0.16 0.20 -0.86
H -22.58492 0.48843 -7.34849 0.05 -0.04 0.02
N -32.59063 11.41166 -2.14467 -0.31 -0.88 -0.85
H -32.29624 0.96899 -10.34384 0.04 -0.33 0.74
C -27.79774 13.41570 -4.65973 2.61 0.06 -0.99
H -20.89292 8.19533 -4.20242 -0.63 -0.34 0.03
C -31.52831 12.53475 -1.83094 0.32 -1.46 -0.18
C -28.84088 0.73325 -10.41678 -0.89 0.90 1.31
C -22.64954 10.31140 -2.08174 0.56 0.23 -1.29
H -33.54113 8.86785 -8.99320 0.56 0.55 -0.25
C -28.45797 2.69501 2.07545 0.23 1.22 1.10
C -33.54690 11.79579 -3.30385 0.43 0.65 1.49
H -28.75669 4.90991 -5.63826 0.84 0.19 -0.13
S -27.29420 11.17442 -1.40391 2.67 0.84 -0.73
C -32.46318 4.77909 -1.42701 0.79 0.67 -0.23
N -27.04719 14.73747 -4.20297 -1.71 -0.87 -0.39
H -32.56307 1.64185 0.49013 -0.65 0.20 0.40
N -27.80940 6.06028 -3.97095 -1.77 0.51 -0.49
H -26.20653 2.56446 5.97610 0.10 0.12 0.04
H -26.66797 8.50339 -6.05717 -0.15 0.64 -0.18
C -26.82171 12.40317 -5.31754 -0.22 0.04 -0.09
C -21.13049 3.80373 -5.88744 -1.36 1.88 -2.98
H -28.94612 6.73238 -5.72378 -0.05 -0.21 0.04
H -30.30966 1.44004 -8.25575 -0.29 0.39 0.45
H -28.58035 0.71599 -12.51561 -0.37 -0.20 -0.18
C -35.16384 2.62839 0.54472 0.55 0.45 -1.25
H -29.71131 4.20108 3.98586 0.21 0.23 0.00
C -26.08982 14.34592 -3.06687 0.69 0.87 -0.56
H -26.32659 2.10509 -5.58877 -0.44 -0.23 -0.42
H -32.16111 14.26538 -2.75846 -0.66 0.33 -0.33
H -26.27831 2.50066 1.62891 -0.34 0.03 0.39
H -25.36828 13.63062 -3.46161 -0.53 -0.27 -0.23
F -23.19642 3.00888 0.24973 -0.46 -0.34 0.65
H -26.52011 4.88550 2.14404 0.18 -0.09 0.08
H -34.89699 3.98879 -2.15804 0.02 -0.43 -0.57
H -28.15336 1.56678 -10.27315 0.39 -0.40 0.12
H -26.00691 10.99893 -7.38920 0.19 -0.85 0.44
C -34.54903 2.96179 -2.04720 -0.78 -1.35 1.76
H -33.86336 4.73414 -7.11514 -0.93 0.38 0.96
H -34.25617 12.49254 -2.85714 -0.27 -0.22 -0.20
H -31.27875 3.55623 -2.42413 0.04 -0.49 -0.96
N -22.06795 8.98855 -2.56848 0.37 -1.14 -0.15
N -34.04178 2.87933 -0.57306 -0.15 -0.67 0.34
H -26.88856 6.47274 -6.42951 0.56 0.25 -0.75
N -24.55282 0.10004 -6.73805 -0.78 -0.94 -1.17
H -35.26094 10.03260 -0.14747 0.48 -0.02 0.17
H -25.05244 6.43698 -6.11279 -0.36 -0.66 -0.32
F -21.04011 2.72091 -6.76993 0.44 1.46 1.01
O -22.29286 6.21964 -5.58425 -0.59 1.02 1.67
H -29.93628 15.80229 -2.46705 0.44 0.96 -0.32
H -22.84015 7.00786 -2.98018 0.12 0.09 -0.21
H -30.86023 12.55902 -2.69187 0.06 -0.45 0.02
C -31.90962 10.11406 -2.63619 2.03 0.52 -1.08
C -25.56627 2.41254 -6.30673 0.63 -0.98 0.13
H -24.54970 1.70454 -8.16334 -0.14 0.24 0.18
C -33.05322 1.70451 -0.48144 0.37 1.08 0.11
H -28.39562 2.98577 -8.67448 0.33 -0.11 -0.06
H -23.35738 10.52089 -2.88371 -0.74 -0.10 0.57
C -24.61931 -1.01457 -7.84712 0.01 0.46 1.14
C -31.35015 0.43123 -10.28197 1.87 1.14 -1.55
C -26.37958 15.42412 -5.37762 1.35 0.39 1.66
H -28.17162 12.91301 -3.76776 -0.11 0.23 -0.08
H -27.35787 2.49252 0.27124 0.09 -0.34 -0.16
H -32.72337 4.12141 0.59261 -0.11 -0.24 0.07
O -25.83848 11.49452 -1.19726 -3.05 -1.13 0.15
C -31.15410 10.16592 -4.04040 -0.39 0.44 0.93
H -25.71745 16.33101 -2.11614 -0.27 0.02 -0.13
H -28.60235 15.05749 -1.67039 0.44 0.11 -0.17
C -30.38213 2.25832 -8.97217 0.38 0.06 -0.57
H -27.70381 16.63379 -3.52199 -0.06 -0.02 0.02